1.
A cluster of 2 separate species, C9H20IN in total in a non-equilibrium geometry. Source: the OMol25 dataset; level of theory: ωB97M-V with the def2-TZVPD basis set.

As for the electronic energy: -19246.9885 eV. The gap between HOMO and LUMO comes out at 6.479 eV. For the strongest force on any atom, the calculation gives 2.6 eV Å⁻¹. The HOMO energy is -6.567 eV. Its net charge is 0. As for the relative energy (zero: lowest compared OMol25 entry of this formula, charge and spin): 86.79 kJ/mol.

Element x y z (Å)
I1 2.422888 -1.805075 -2.560096
C1 -1.357922 -2.691435 -0.838046
C2 -1.906152 -1.503955 -1.673576
C3 -1.014182 -0.278915 -1.546886
C4 -1.361962 0.555015 -0.192166
N1 -0.093872 0.882875 0.656594
C5 0.718558 -0.308175 1.177724
C6 2.177978 0.289005 1.372404
C7 2.309818 1.295195 0.238844
C8 0.865318 1.752565 -0.133636
C9 -0.578302 1.645765 1.908234
H1 -1.902372 -3.598685 -1.099906
H2 -1.641242 -2.600965 0.210604
H3 -0.306202 -2.948755 -0.963596
H4 -2.958072 -1.319755 -1.455326
H5 -1.819342 -2.004615 -2.637896
H6 -1.032592 0.368965 -2.423236
H7 0.022668 -0.610945 -1.493966
H8 -1.970482 0.033425 0.546584
H9 -1.670662 1.554075 -0.499876
H10 0.248438 -0.826275 2.013584
H11 0.760878 -0.983375 0.323074
H12 2.327378 0.751285 2.348144
H13 2.942918 -0.479955 1.264384
H14 2.801978 2.201625 0.591354
H15 2.824038 0.776075 -0.569976
H16 0.664018 2.817755 -0.019886
H17 0.654788 1.530395 -1.179776
H18 -0.960392 2.652065 1.736584
H19 0.278408 1.722355 2.577764
H20 -1.446312 1.132455 2.321964

Atomic forces in eV per Å
I -0.162 0.242 0.366
C -1.287 -0.214 0.790
C 1.209 -1.617 0.025
C -0.409 0.626 1.696
C 2.222 -0.627 -1.157
N -0.929 1.103 1.339
C 1.331 0.535 -1.231
C -1.269 -0.562 0.219
C -0.796 0.723 0.339
C 0.607 -1.136 -0.882
C 0.118 -0.230 -0.554
H -0.087 -0.060 -0.336
H 0.493 0.245 0.426
H 0.079 0.572 -0.096
H 0.006 0.055 -0.026
H -0.238 1.039 -0.646
H -0.353 0.188 0.168
H 0.115 -0.142 -0.085
H -0.505 0.070 -0.585
H -0.678 -0.183 0.417
H -0.096 0.455 0.032
H 0.147 -0.218 0.083
H -0.243 -0.037 0.102
H -0.289 -0.179 0.031
H 0.578 -0.273 -0.268
H -0.163 0.493 -0.339
H -0.106 -0.188 0.539
H 0.186 -0.081 0.005
H 0.351 0.003 -0.754
H -0.297 -0.171 0.140
H 0.466 -0.435 0.242

---

2.
A cluster of 6 separate species, C49H95N6O5 in total in a non-equilibrium geometry. Source: the OMol25 dataset; level of theory: ωB97M-V with the def2-TZVPD basis set.

As for the electronic energy: -71507.8667 eV. The gap between HOMO and LUMO (spin up / spin down) comes out at 7.190 / 4.333 eV. As for the multiplicity: 7. For the strongest force on any atom, the calculation gives 6.7 eV Å⁻¹. The HOMO energy (spin up / spin down) is -10.576 / -11.565 eV. Its expectation value of S² is 12.040. Its net charge is +1.

Element x y z (Å)
C1 2.181103 -1.700541 -5.068108
C2 1.186063 -0.651851 -5.623688
C3 1.787263 0.705329 -5.302228
C4 1.196633 1.958419 -6.027278
C5 1.108543 1.672909 -7.492928
C6 0.538113 0.367709 -7.922798
N1 0.947393 -0.780301 -7.105218
O1 0.566983 -2.139091 -7.575478
C7 -0.973027 0.674169 -7.985468
C8 1.072253 0.202069 -9.341068
C9 -0.130817 -0.638011 -4.781108
H1 2.439283 -1.512921 -4.025878
H2 3.159363 -1.653071 -5.546498
H3 1.655383 -2.639981 -5.238908
H4 1.791743 0.855749 -4.222668
H5 2.822713 0.682479 -5.641988
H6 1.798573 2.832809 -5.779868
H7 0.216873 2.211549 -5.622178
H8 2.157293 1.804499 -7.759228
H9 0.541413 2.430279 -8.034088
H10 -1.441147 1.378079 -7.297378
H11 -1.323487 0.963079 -8.976338
H12 -1.440877 -0.279131 -7.739638
H13 2.158903 0.130799 -9.388028
H14 0.616553 -0.631511 -9.875458
H15 0.844873 1.082429 -9.942208
H16 0.085013 -0.665871 -3.713058
H17 -0.597177 -1.599251 -4.997058
H18 -0.918397 0.089459 -4.977548
C10 7.967073 2.416029 -1.887938
C11 7.466693 3.835109 -1.457338
C12 7.412563 4.783689 -2.650578
C13 6.229113 4.691909 -3.493358
C14 5.058713 4.923199 -2.644408
C15 4.848403 3.890989 -1.517418
N2 6.107153 3.752719 -0.783478
O2 6.129213 2.888449 0.439042
C16 3.611073 4.413439 -0.678738
C17 4.426453 2.532819 -2.094738
C18 8.457693 4.529139 -0.393638
H19 8.617443 2.631199 -2.735768
H20 7.217603 1.789429 -2.371428
H21 8.364583 1.837569 -1.053978
H22 7.481803 5.796519 -2.253728
H23 8.198053 4.565939 -3.374238
H24 6.369353 3.673479 -3.855608
H25 6.235083 5.448719 -4.277768
H26 4.132583 5.011239 -3.212408
H27 5.259903 5.930149 -2.278788
H28 3.722713 5.455789 -0.380178
H29 2.704973 4.418269 -1.284598
H30 3.436103 3.891729 0.262162
H31 4.255893 1.772989 -1.332068
H32 3.486083 2.608329 -2.640738
H33 5.073633 2.119009 -2.868058
H34 9.458843 4.691799 -0.792838
H35 8.542693 3.903229 0.494672
H36 8.041883 5.502419 -0.132998
C19 -6.361967 0.959609 1.148382
C20 -6.132817 -0.520161 0.932432
C21 -4.589737 -0.685751 0.958692
C22 -4.032527 -2.118601 1.030652
C23 -4.602167 -2.741831 2.305792
C24 -6.191097 -2.676071 2.437262
N3 -6.788667 -1.327291 2.040822
O3 -8.172347 -1.204121 2.234302
C25 -6.704817 -3.846651 1.637592
C26 -6.499457 -2.943271 3.931632
C27 -6.678517 -0.987831 -0.446518
H37 -7.341377 1.306049 0.818492
H38 -5.667207 1.408749 0.438682
H39 -6.107297 1.236089 2.171522
H40 -4.176617 -0.317661 0.019572
H41 -4.181687 -0.119321 1.795802
H42 -2.951317 -2.035491 1.141032
H43 -4.175417 -2.711111 0.126982
H44 -4.169607 -2.292731 3.199832
H45 -4.190897 -3.751051 2.284872
H46 -6.286197 -3.852771 0.631202
H47 -6.589357 -4.835241 2.081952
H48 -7.789867 -3.940441 1.593212
H49 -5.908187 -3.810561 4.225402
H50 -6.033267 -2.143591 4.507202
H51 -7.581427 -3.048281 4.011652
H52 -6.055607 -0.627111 -1.265048
H53 -7.666087 -0.551151 -0.595198
H54 -6.645997 -2.076761 -0.482298
C28 -3.534737 3.849989 5.968252
C29 -2.165047 3.408829 6.524712
C30 -2.319687 2.901749 7.973002
C31 -2.666467 1.340729 7.973382
C32 -1.626577 0.586079 7.127572
C33 -1.653307 1.091009 5.665042
N4 -1.498847 2.567189 5.538432
O4 -1.205367 3.061279 4.176822
C34 -0.550977 0.222779 4.956602
C35 -2.954217 0.590239 5.050762
C36 -1.438557 4.759039 6.811972
H55 -3.460397 4.521659 5.113012
H56 -4.214097 4.308119 6.687062
H57 -4.202827 3.020839 5.735322
H58 -1.318107 3.027619 8.384202
H59 -2.944487 3.500299 8.635922
H60 -3.680607 1.120139 7.640262
H61 -2.712127 1.000109 9.007782
H62 -1.737397 -0.498031 7.150562
H63 -0.708897 0.859589 7.648292
H64 -0.489567 0.351049 3.875922
H65 0.434083 0.416749 5.381042
H66 -0.829187 -0.803781 5.195062
H67 -3.842907 0.911319 5.594102
H68 -2.929287 0.852979 3.993192
H69 -3.044327 -0.493301 4.973812
H70 -1.895797 5.390879 7.573432
H71 -1.329947 5.269869 5.855232
H72 -0.387837 4.647509 7.079632
C37 1.400283 -4.687781 2.772222
C38 0.283743 -4.810041 1.625362
C39 0.059513 -3.494591 1.001442
C40 1.239693 -2.874031 0.264292
C41 1.582603 -3.742711 -0.907208
C42 1.699043 -5.255841 -0.471658
N5 0.660003 -5.645441 0.517042
O5 0.410053 -7.126291 0.727802
C43 1.692683 -6.065421 -1.775968
C44 3.151283 -5.493571 0.089812
C45 -1.117637 -5.187001 2.254892
H73 2.366883 -4.204781 2.629032
H74 1.787623 -5.661991 3.070522
H75 1.002203 -4.306231 3.712462
H76 -0.794117 -3.204631 0.388802
H77 -0.098337 -2.916071 1.911662
H78 2.078833 -2.797391 0.955712
H79 1.109183 -1.811931 0.056932
H80 2.503853 -3.455561 -1.414118
H81 0.841733 -3.704841 -1.705818
H82 1.920363 -7.121471 -1.631028
H83 0.671743 -6.246381 -2.112178
H84 2.210573 -5.522531 -2.566628
H85 3.778783 -5.698341 -0.777608
H86 3.672173 -4.646311 0.535822
H87 3.274073 -6.394871 0.690382
H88 -1.888527 -4.987101 1.510672
H89 -1.266227 -4.534201 3.115052
H90 -1.195537 -6.138031 2.781752
N6 0.204203 1.080069 0.852712
C46 -0.697117 0.061489 0.744952
C47 -1.177627 -0.118521 -0.563888
C48 -0.589467 0.909089 -1.295278
C49 0.296763 1.608299 -0.423928
H91 0.570203 1.485799 1.702142
H92 -0.950777 -0.541221 1.604482
H93 -2.017207 -0.705581 -0.905738
H94 -0.858207 1.165979 -2.309278
H95 1.000893 2.406319 -0.607678

Atomic forces in eV per Å
C -0.968 0.074 -0.797
C -0.434 1.547 0.732
C 0.889 1.632 -1.362
C -1.114 -0.929 1.642
C 2.067 1.559 0.684
C -0.350 0.704 -1.129
N -1.240 -4.866 -0.213
O 1.473 5.925 2.054
C -1.173 -2.082 0.256
C -0.177 -0.446 -0.897
C -0.302 -2.108 -0.675
H -0.643 -0.044 0.207
H -0.292 -0.160 -0.588
H 0.675 -0.412 0.315
H 0.032 -0.115 0.037
H 0.367 -0.011 0.183
H 0.234 -0.052 -0.302
H -0.339 -0.168 0.185
H 0.168 -0.345 -0.816
H 0.202 0.146 0.094
H 0.737 0.249 0.336
H 0.347 -0.071 -0.079
H -0.489 -0.108 -0.307
H -0.007 -0.348 0.319
H 0.120 -0.188 0.202
H -0.227 0.184 0.210
H 0.276 0.183 0.010
H -0.322 -0.190 0.125
H 0.508 0.431 -0.351
C -0.624 0.848 -0.340
C 0.451 -0.083 1.351
C 1.323 0.904 0.464
C -0.278 -1.121 -0.867
C -1.293 0.128 0.345
C -1.255 0.137 0.058
N 1.016 -2.968 4.664
O -0.513 3.639 -5.315
C 1.027 0.294 0.363
C -0.432 -0.430 -0.673
C -0.986 -1.059 -0.700
H 0.872 -0.417 0.514
H -0.495 0.180 0.319
H 0.341 0.243 -0.235
H 0.402 0.189 -0.129
H 0.860 0.276 0.756
H -1.025 -0.102 -0.931
H 0.238 -0.352 -0.299
H -0.170 -0.210 -0.019
H -0.431 0.075 0.745
H 0.375 0.097 -0.073
H 0.089 -0.337 -0.231
H 0.160 -0.429 -0.156
H 0.344 0.127 0.224
H -0.321 0.400 0.070
H 0.468 0.086 0.319
H -0.097 -0.156 -0.315
H -0.113 0.087 -0.034
H -0.042 -0.092 0.095
C -0.050 -0.007 -0.695
C -0.240 -0.710 -0.100
C 0.155 -1.177 -0.479
C -0.594 1.036 1.158
C -0.346 0.214 -0.574
C 1.093 -0.610 0.921
N -2.724 -0.550 0.110
O 5.161 -0.329 -0.899
C -1.324 -0.659 -0.767
C 0.686 0.564 -1.064
C 0.317 0.292 0.636
H -0.155 -0.168 0.535
H 0.146 0.489 0.192
H -0.193 0.199 -0.111
H -0.341 0.820 -0.008
H 0.065 0.110 0.062
H 0.276 -0.102 0.049
H -0.462 -0.014 0.021
H 0.125 0.432 -0.075
H -0.830 -0.469 0.467
H -0.165 -0.202 -0.049
H 1.224 0.138 0.372
H -0.305 1.032 -0.429
H -0.534 -0.414 -0.051
H -0.685 0.335 0.228
H 0.235 0.020 0.634
H 0.170 0.166 0.064
H -0.151 -0.543 0.041
H -0.455 0.114 -0.160
C -1.218 -0.547 -0.082
C -1.530 3.672 1.066
C 0.783 -3.455 -0.823
C -0.315 0.930 0.569
C -0.350 1.884 0.977
C 0.758 -1.893 -0.389
N 1.521 0.006 -4.106
O -1.387 -1.921 5.866
C -0.044 0.987 0.574
C -0.535 0.058 -0.746
C 1.347 -0.103 -1.888
H 0.160 -0.237 -0.043
H 0.729 0.628 0.533
H 0.435 -0.414 -0.647
H 0.118 -0.444 0.355
H -0.405 0.034 -0.707
H -0.120 0.400 -0.306
H 0.468 -0.157 0.071
H -0.142 0.128 -0.065
H 0.581 -0.313 -0.453
H -0.212 0.140 -0.027
H 0.042 0.051 -0.023
H 0.193 -0.019 -0.220
H 0.023 0.292 -0.486
H -0.549 0.677 -0.017
H 0.464 -0.231 0.618
H -0.373 -0.282 -0.266
H -0.426 0.501 0.053
H 0.030 -0.519 0.411
C -0.150 -1.119 0.210
C -0.120 -0.909 0.869
C 0.399 3.994 0.715
C 0.721 -0.094 0.955
C -0.204 -0.946 -0.138
C 1.848 0.131 -0.022
N -0.918 -6.672 0.060
O 1.423 6.295 -1.113
C -2.154 -0.828 0.434
C 0.321 -0.024 -0.579
C 1.221 0.145 0.466
H -0.409 0.657 -0.855
H -0.564 -0.544 -0.280
H -0.385 0.322 -0.218
H -0.627 -1.387 -0.103
H -0.129 0.788 0.115
H 0.318 -0.427 0.023
H -0.541 0.066 -0.587
H 0.241 -0.110 0.245
H -0.457 0.139 0.128
H 1.114 0.235 0.071
H -0.437 0.731 -0.176
H 0.330 -0.411 0.201
H -0.013 0.006 -0.192
H -0.503 0.136 0.508
H -0.438 0.155 0.257
H -0.075 -0.467 0.135
H -0.030 0.685 -0.232
H 0.188 -0.438 -0.923
N -1.078 -0.413 -2.296
C 0.209 -0.680 1.658
C 0.284 2.079 -0.896
C -0.481 -0.740 0.419
C 0.308 0.061 0.959
H 0.141 -0.114 0.110
H -0.039 0.102 0.145
H 0.327 -0.405 0.250
H 0.440 0.074 -0.019
H -0.132 0.122 -0.178

---

3.
A structure of composition C2BrClFIO in a non-equilibrium geometry. Source: the OMol25 dataset; level of theory: ωB97M-V with the def2-TZVPD basis set.

As for the electronic energy: -97503.4769 eV. The gap between HOMO and LUMO comes out at 9.393 eV. For the strongest force on any atom, the calculation gives 2.4 eV Å⁻¹. The HOMO energy is -9.942 eV. Its net charge is 0. As for the relative energy (zero: lowest compared OMol25 entry of this formula, charge and spin): 39.76 kJ/mol.

Element x y z (Å)
C1 -0.635202 0.062815 -0.273187
C2 0.609307 -0.428190 0.470727
O1 -1.317527 -0.717221 -0.860221
F1 0.406481 -0.544930 1.806018
Cl1 -1.112279 1.627960 -0.035271
Br1 0.929057 -2.279413 -0.255084
I1 2.396142 0.639397 0.163003

Atomic forces in eV per Å
C -0.631 -2.353 0.084
C 1.076 -1.776 -0.252
O 0.055 0.441 -0.298
F -0.449 0.321 -0.428
Cl -0.217 2.235 0.420
Br 0.060 0.617 0.579
I 0.106 0.515 -0.105